[1]
The following is a quantum chemistry calculation of an isolated molecule of C6H10O, from the OMol25 dataset.

XYZ file:
```
17
Properties=species:S:1:pos:R:3:forces:R:3:nbo_charge:R:1
C -1.62262 1.07303 0.45126 -0.01 0.03 0.03 -0.608
C -0.73487 -0.03477 -0.09158 -0.02 -0.01 -0.02 -0.225
C 0.19268 0.32930 -1.26675 0.00 0.02 -0.03 -0.450
C 1.24921 -0.75124 -1.17573 0.00 -0.05 0.10 -0.166
C 1.24171 -1.34048 0.02111 0.05 0.06 -0.13 -0.234
C 0.23433 -0.66852 0.93051 -0.20 -0.25 -0.11 0.058
O 0.87984 0.28519 1.77004 0.18 0.14 -0.07 -0.714
H -1.03172 1.87606 0.90155 -0.05 -0.09 -0.08 0.216
H -2.24610 1.49816 -0.34368 0.11 -0.04 0.11 0.207
H -2.29447 0.68102 1.22345 0.11 0.07 -0.09 0.212
H -1.37228 -0.85722 -0.44541 0.09 0.08 0.05 0.202
H 0.64654 1.32224 -1.12403 -0.09 -0.12 -0.05 0.207
H -0.32383 0.35689 -2.23206 0.05 -0.04 0.13 0.217
H 1.92469 -0.99401 -1.99224 -0.08 0.04 0.15 0.211
H 1.91510 -2.12567 0.35255 -0.08 0.13 -0.05 0.217
H -0.28244 -1.34496 1.61820 0.06 0.04 -0.12 0.184
H 1.58521 0.68739 1.24480 -0.11 -0.02 0.17 0.465
```
Forces are in eV/Å.

SMILES   C[C@H]1CC=C[C@H]1O
Energy relative to the best compared isomer or geometry (same formula, charge and spin)   3.8 kcal per mole
LUMO energy   0.99 eV



[2]
The following is a quantum chemistry calculation of a cluster of 2 separate species, CH2N2O2 in total, from the OMol25 dataset.

XYZ file:
```
7
Properties=species:S:1:pos:R:3:forces:R:3:nbo_charge:R:1
C 0.65626 -0.02526 0.77006 1.75 -2.01 -0.70 0.727
N 1.01686 0.71354 -0.32933 0.23 -0.53 -0.99 -0.453
N -0.27812 0.80576 0.27724 -3.34 1.06 -1.56 -0.021
O 0.97881 -0.90684 1.48370 -0.17 0.03 0.58 -0.490
O -1.46880 -0.25356 -0.79523 1.22 0.46 1.85 -0.640
H 1.11765 0.34302 -1.31312 -0.23 0.52 1.35 0.422
H -2.02265 -0.67667 -0.09332 0.54 0.48 -0.53 0.455
```
Forces are in eV/Å.

Energy relative to the best compared isomer or geometry (same formula, charge and spin)   145.6 kcal per mole
LUMO energy (spin up / spin down)   -1.39 / -1.69 eV



[3]
The following is a quantum chemistry calculation of a structure of composition C24H33F10LiN3O12P, from the OMol25 dataset.

XYZ file:
```
84
Properties=species:S:1:pos:R:3:forces:R:3:mulliken_charge:R:1
Li 20.04518 -16.15906 5.93293 -0.06 -0.44 0.87 0.894
P 19.38057 -18.84298 5.40297 -0.91 -1.02 0.82 2.070
F 19.53763 -19.47734 6.86708 -0.16 -0.09 -0.05 -0.698
F 17.90215 -19.47546 5.25063 -0.11 0.47 0.09 -0.437
F 18.70680 -17.49521 6.09592 0.00 0.32 -0.02 -0.391
F 19.26136 -18.06390 3.99892 0.27 -0.15 -0.30 -0.541
F 20.85248 -18.14369 5.63188 0.00 0.20 -0.54 -0.502
F 19.94076 -20.18072 4.72987 0.77 0.67 -0.17 -0.418
C 14.98837 -16.53416 9.57089 -0.19 0.36 -0.65 -1.374
C 16.30621 -17.17055 9.14306 -0.14 0.70 -0.79 -0.193
C 16.11656 -18.49846 8.38856 0.79 0.09 0.85 0.955
C 15.28020 -18.40241 7.20037 -0.23 0.04 -0.01 0.221
N 14.65803 -18.32474 6.23744 0.06 -0.01 0.09 -0.561
H 14.50471 -16.99145 10.43111 0.15 -0.05 0.10 0.335
H 14.28521 -16.57977 8.73239 -0.03 -0.18 0.09 0.345
H 15.10788 -15.46013 9.72253 0.11 -0.10 0.41 0.400
H 17.00634 -17.26211 9.97359 -0.10 -0.41 0.06 0.206
H 16.80464 -16.49239 8.44096 -0.07 0.06 0.08 0.181
H 15.73436 -19.21334 9.12073 -0.17 -0.31 -0.41 0.461
H 17.09962 -18.83164 8.03968 -0.05 -0.19 0.13 -0.906
C 15.63803 -16.60592 2.35549 -0.63 -0.53 0.46 -1.005
C 16.99826 -16.16874 1.83032 -0.01 -0.35 0.62 0.333
C 17.00264 -14.83555 1.07510 -0.13 -0.40 -0.16 -0.624
C 16.36300 -13.77697 1.85358 0.41 0.00 -0.22 0.207
N 15.86202 -12.94818 2.46501 -0.13 0.19 0.21 -0.422
H 15.02274 -17.14718 1.63530 0.08 0.17 -0.18 0.286
H 15.02845 -15.80425 2.77947 0.20 0.30 -0.34 0.438
H 15.73266 -17.27595 3.21707 0.25 -0.15 -0.24 0.070
H 17.44601 -16.94228 1.20182 -0.17 0.04 -0.17 0.236
H 17.63963 -16.14455 2.71774 0.23 0.49 -0.19 -0.124
H 16.45064 -14.92552 0.13593 -0.08 -0.08 0.06 0.309
H 18.01784 -14.56432 0.78621 0.01 0.23 0.17 0.343
C 20.97895 -20.09050 11.01573 -0.51 -0.03 -0.72 -1.601
C 20.47965 -19.19793 9.86311 0.74 -0.11 0.64 0.900
C 20.31562 -17.73783 10.31186 -0.21 0.13 -0.03 -0.568
C 20.17476 -16.84598 9.16178 -0.25 0.04 0.14 0.253
N 20.05550 -16.16673 8.24539 0.19 0.05 -0.65 -0.596
H 21.31476 -21.01391 10.54594 0.15 -0.02 0.31 0.339
H 20.16285 -20.35238 11.68942 0.07 0.12 0.18 0.340
H 21.79326 -19.61932 11.56041 0.07 -0.06 0.07 0.444
H 19.54540 -19.59162 9.47114 -0.01 0.12 -0.12 -0.337
H 21.23309 -19.24613 9.07587 -0.14 0.06 -0.15 0.146
H 21.15633 -17.36113 10.89864 0.17 -0.23 -0.09 0.411
H 19.44321 -17.62320 10.96021 -0.07 0.05 -0.12 0.348
C 22.13376 -18.35036 1.83283 0.62 0.10 0.07 -0.379
C 20.92905 -19.06493 1.24095 1.42 0.29 0.05 1.006
O 21.01599 -20.30295 1.88011 -0.69 0.01 -0.08 -0.289
C 22.30983 -20.54335 2.27364 -0.03 -0.12 -0.29 0.677
O 22.70138 -21.60232 2.62092 0.04 0.08 0.17 -0.504
O 23.03448 -19.41289 2.17055 -0.47 -0.17 0.28 -0.365
F 21.11578 -19.25369 -0.10208 -0.28 0.03 -0.08 -0.348
H 21.82897 -17.83152 2.74410 0.13 0.09 -0.03 0.120
H 22.71064 -17.72019 1.16223 -0.48 0.27 -0.14 0.380
H 20.01359 -18.50678 1.40780 -0.38 -0.54 0.05 -0.219
C 17.58492 -20.18495 2.42516 -0.12 -1.53 0.97 0.618
C 16.36329 -20.88535 3.01932 0.12 0.73 -0.96 0.881
O 16.12424 -21.88736 2.06778 -0.17 -0.18 0.33 -0.403
C 16.55969 -21.43645 0.85947 0.20 0.25 -0.33 0.482
O 16.26556 -21.88787 -0.19079 -0.07 -0.22 -0.03 -0.518
O 17.39551 -20.38506 1.03361 -0.04 0.41 -0.05 -0.398
F 15.28314 -20.03951 2.98633 -0.04 -0.03 0.38 -0.320
H 18.42647 -20.80603 2.75177 0.31 0.43 -0.10 -0.027
H 17.70330 -19.16498 2.75489 -0.15 0.26 -0.45 -0.281
H 16.48918 -21.29589 4.01130 -0.15 -0.11 0.08 -0.058
C 17.70126 -22.69770 6.49362 0.44 -0.24 0.37 -0.075
C 17.03442 -21.92216 7.60767 -0.48 0.17 -0.01 0.739
O 18.08224 -21.53292 8.44926 0.07 0.20 -0.23 -0.307
C 19.20266 -22.22526 8.11403 0.08 -0.64 -0.20 0.464
O 20.26070 -22.11017 8.63290 0.06 0.14 0.18 -0.363
O 18.93855 -23.09744 7.11395 -0.14 0.38 -0.11 -0.392
F 16.19250 -22.72946 8.32989 0.01 -0.03 -0.05 -0.395
H 17.95643 -22.08008 5.63462 -0.20 0.05 -0.04 -0.135
H 17.11971 -23.57495 6.22816 0.08 -0.03 -0.10 0.398
H 16.45878 -21.05697 7.28223 0.09 0.05 0.07 -0.098
C 22.73011 -21.26463 6.02411 -0.71 -0.55 0.12 0.691
C 22.40700 -22.76049 6.12828 -0.95 0.61 0.15 0.717
O 23.28931 -23.24638 7.11178 0.36 -0.10 -0.28 -0.387
C 23.74583 -22.19615 7.83856 0.20 -0.07 -0.10 0.650
O 24.40668 -22.28722 8.81818 -0.08 0.01 0.05 -0.542
O 23.34856 -21.02977 7.28658 0.15 0.45 -0.09 -0.357
F 22.48425 -23.40475 4.94923 0.62 -0.32 0.05 -0.277
H 21.78194 -20.74318 5.94505 0.12 0.31 0.29 -0.555
H 23.34483 -20.95745 5.17904 0.36 -0.37 0.12 0.123
H 21.40181 -22.91507 6.52391 -0.03 -0.06 -0.18 -0.127
```
Forces are in eV/Å.

LUMO energy   -1.35 eV



[4]
The following is a quantum chemistry calculation of a cluster of 2 separate species, C9H7F3O2S in total, from the OMol25 dataset.

XYZ file:
```
22
Properties=species:S:1:pos:R:3:forces:R:3:nbo_charge:R:1
C 1.60590 -0.61642 -2.43857 -0.53 1.11 3.04 -0.164
C 1.36706 0.88450 -0.34345 0.55 -0.83 -0.27 -0.177
C 0.66479 -1.42342 -1.89618 1.29 -1.85 -3.81 -0.207
C 0.41457 0.07506 0.13780 -0.22 -0.34 -1.96 -0.175
C 2.01003 0.60861 -1.66828 -0.42 -0.26 0.51 -0.077
C -0.04828 -1.14021 -0.68010 0.72 1.73 1.15 -0.204
C 2.81862 1.50464 -2.23936 -1.32 1.31 -0.68 -0.350
C -1.07186 -1.85493 -0.33771 -2.15 -0.46 1.08 -0.011
C -2.10887 0.97450 2.99783 0.02 0.41 -0.05 0.811
O -1.64884 -1.62828 3.29593 0.70 0.58 -0.92 -0.859
O -3.55042 -1.07706 1.87015 0.93 0.70 -0.44 -0.879
F -2.45178 0.71797 4.26425 0.91 0.47 -0.60 -0.295
F -0.85700 1.51166 2.84415 -1.28 -0.70 0.73 -0.328
F -2.98306 1.87563 2.54011 0.49 -0.80 -0.28 -0.302
S -2.13880 -0.84243 2.17042 -1.78 -1.22 0.85 1.680
H 2.12251 -0.72979 -3.36318 0.02 -0.57 -0.55 0.222
H 1.71427 1.72049 0.29070 -0.30 -0.27 -0.77 0.230
H 0.44959 -2.37166 -2.55512 -0.07 1.81 1.73 0.228
H -0.22380 0.45864 0.90511 0.03 -0.48 0.68 0.213
H 2.79869 2.56613 -1.88934 0.73 -1.15 -0.04 0.210
H 3.01701 1.32761 -3.29674 0.61 0.21 0.27 0.196
H -1.90036 -2.54124 -0.60842 1.05 0.58 0.33 0.237
```
Forces are in eV/Å.

Energy relative to the best compared isomer or geometry (same formula, charge and spin)   93.9 kcal per mole
LUMO energy (spin up / spin down)   -1.03 / -2.83 eV



no.,DFT total energy (Eh),maximum force (eV Å⁻¹)
1,-309.8363,0.34
2,-299.1048,3.84
3,-3349.3660,1.82
4,-1195.1790,4.43